Record 1
Molecular formula: C6H6
Method: DFT, ωB97M-V/def2-TZVPD

XYZ file:
```
12
Properties=species:S:1:pos:R:3:forces:R:3:nbo_charge:R:1
C 0.4681 0.4029 1.1186 -0.69 1.14 -0.01 0.100
C 0.2607 1.4667 0.2484 1.79 1.64 2.42 -0.127
C -0.0515 0.2206 -0.4332 -0.51 -0.98 -0.61 -0.038
C -0.8921 -0.6212 -0.9776 1.25 0.36 0.14 -0.316
C 0.4434 -0.2283 2.2967 -0.23 0.73 -0.34 -0.537
C 0.9321 1.2087 -1.0428 0.55 -0.51 2.92 -0.390
H -0.8482 -0.6675 -1.9943 -0.18 -0.39 -2.73 0.200
H -1.3045 -1.3914 -0.4670 -1.71 -1.99 1.62 0.198
H -0.1968 -1.1371 2.4012 1.14 0.73 0.26 0.231
H 0.8916 0.4032 3.1365 -0.84 -1.43 -1.02 0.247
H 0.5979 1.8729 -1.7436 -0.73 1.18 -2.08 0.220
H 1.9813 0.9701 -0.9628 0.16 -0.46 -0.57 0.211
```
Forces are in eV/Å.

Output
energy relative to the best compared isomer or geometry (same formula, charge and spin): 674.5 kJ/mol



Record 2
Molecular formula: C6H6
Method: DFT, ωB97M-V/def2-TZVPD

XYZ file:
```
12
Properties=species:S:1:pos:R:3:forces:R:3:nbo_charge:R:1
C -0.6253 0.0269 -0.0264 -0.70 0.07 -0.02 -0.047
C -1.9059 0.3998 0.0111 0.04 0.10 -0.02 -0.366
C -0.1658 -1.4336 -0.0250 5.02 5.97 0.12 -0.324
C 0.4801 1.0972 -0.0303 -0.05 0.65 -0.04 -0.228
C 1.1960 -1.1362 0.0089 0.45 -0.65 0.01 -0.133
C 1.7964 0.8394 0.0078 -5.26 -6.01 -0.06 -0.146
H -2.2113 1.4339 0.0294 0.06 0.18 -0.01 0.197
H -2.7033 -0.3263 0.0327 -0.05 -0.16 -0.01 0.198
H -0.7537 -2.3176 -0.0251 -0.14 -0.47 0.00 0.248
H 0.0771 2.1104 -0.0722 0.03 0.04 0.06 0.198
H 2.0132 -1.8443 0.0410 0.05 -0.18 0.00 0.173
H 2.8026 1.1503 0.0479 0.54 0.46 -0.02 0.229
```
Forces are in eV/Å.

Output
energy relative to the best compared isomer or geometry (same formula, charge and spin): 499.7 kJ/mol



Record 3
Molecular formula: C6H6
Method: DFT, ωB97M-V/def2-TZVPD

XYZ file:
```
12
Properties=species:S:1:pos:R:3:forces:R:3:nbo_charge:R:1
C -1.4153 2.8915 1.8143 0.07 -0.16 -0.33 -0.182
C -1.0407 2.3297 0.8153 -0.11 0.19 0.42 -0.078
C -0.4679 1.4891 -0.1189 0.33 -0.48 0.01 -0.121
C 0.1829 0.5685 -0.5557 -0.25 0.36 0.35 0.110
C 1.0050 -0.6399 -0.6215 0.09 -0.02 0.00 -0.486
C 0.1885 -1.9389 -0.7420 -0.07 -0.10 -0.02 -0.596
H -1.7066 3.3157 2.7470 -0.08 0.13 -0.20 0.237
H 1.7790 -0.5788 -1.3909 -0.13 0.02 0.02 0.233
H 1.5266 -0.6276 0.3444 0.05 -0.10 -0.18 0.237
H 0.6412 -2.7255 -0.1315 -0.03 0.08 -0.15 0.214
H -0.8341 -1.7879 -0.3868 0.16 -0.03 -0.02 0.220
H 0.1413 -2.2959 -1.7736 -0.03 0.10 0.11 0.213
```
Forces are in eV/Å.

Output
energy relative to the best compared isomer or geometry (same formula, charge and spin): 378.8 kJ/mol
SMILES: C#CC#CCC



Record 4
Molecular formula: C6H6BrClNO
Method: DFT, ωB97M-V/def2-TZVPD

XYZ file:
```
16
Properties=species:S:1:pos:R:3:forces:R:3:nbo_charge:R:1
C 0.0994 1.6553 -0.4311 3.28 -0.06 -0.32 -0.084
C 1.4518 1.4974 -0.5142 -2.13 -1.56 1.13 -0.282
C -0.7707 0.5789 -0.0774 -4.27 0.20 -1.62 -0.079
C 2.2594 0.3421 -0.1720 1.13 0.64 -0.13 0.009
C 2.5980 -0.8752 -0.2919 0.27 1.17 0.44 0.123
C -2.6126 -1.3653 0.5700 -0.29 2.02 -0.28 -0.308
N -0.4593 -0.4139 0.5938 3.85 -1.06 2.21 -0.066
O -1.2190 -1.4132 1.0067 -1.47 0.81 -0.87 -0.296
Cl 3.1266 -2.3390 -0.4261 -0.04 -0.86 -0.01 0.427
Br 4.2473 0.9018 0.4473 -1.72 -0.81 -0.51 0.230
H -0.2013 2.6681 -0.7065 -0.62 -0.59 0.04 0.262
H 2.0618 2.2651 -0.8048 1.23 2.08 -0.65 0.247
H -1.7820 0.5467 -0.5137 0.15 0.90 0.20 0.194
H -2.6422 -1.2172 -0.5333 -0.06 -0.33 0.66 0.184
H -3.2537 -0.4712 1.0392 1.56 -2.16 -0.60 0.211
H -2.9034 -2.3605 0.8140 -0.88 -0.38 0.29 0.228
```
Forces are in eV/Å.

Output
E_tot: -92407.360 eV
charge: +1



Record 5
Molecular formula: C6H6Cl2
Method: DFT, ωB97M-V/def2-TZVPD

XYZ file:
```
14
Properties=species:S:1:pos:R:3:forces:R:3:nbo_charge:R:1
Cl -0.7652 1.9295 -0.7750 0.24 -0.42 -0.04 -0.049
C 0.3418 0.5227 -0.7432 -0.12 -0.14 -0.51 -0.176
C 1.5983 0.5625 0.1567 0.41 -0.57 -0.54 -0.277
C 1.0094 0.6746 1.5501 0.53 1.21 0.74 -0.186
C -0.0512 -0.1110 1.5329 0.22 -1.11 0.47 -0.214
C 0.0075 -0.7359 0.1400 0.48 1.07 -0.40 -0.105
Cl -1.2577 -1.8435 -0.2994 -0.10 -0.26 -0.15 0.005
C 1.5448 -1.0243 -0.0234 -0.44 0.66 -0.30 -0.363
H 0.5854 0.2304 -1.7923 -0.34 0.36 0.81 0.229
H 2.5015 1.1350 -0.1035 -0.53 -0.22 0.04 0.233
H 1.4131 1.3042 2.3662 -0.35 -0.60 -0.65 0.232
H -0.6421 -0.4924 2.3605 -0.18 0.36 -0.32 0.237
H 2.0004 -1.5659 0.7737 0.27 -0.52 0.50 0.220
H 1.8268 -1.4024 -1.0180 -0.08 0.19 0.35 0.214
```
Forces are in eV/Å.

Output
energy relative to the best compared isomer or geometry (same formula, charge and spin): 123.4 kJ/mol
SMILES: Cl[C@H]1[C@H]2C=C[C@]1(Cl)C2



Record 6
Molecular formula: C6H6Cl2N3O
Method: DFT, ωB97M-V/def2-TZVPD

XYZ file:
```
18
Properties=species:S:1:pos:R:3:forces:R:3:nbo_charge:R:1
C -2.6596 0.1347 0.0161 0.72 0.24 -0.78 -0.210
C -1.6324 1.0827 -0.2136 -0.68 -2.13 0.01 0.140
C -2.3648 -1.2371 0.2240 -0.60 0.14 1.01 0.147
C -4.0920 0.6006 -0.1246 0.81 -1.08 1.02 0.414
C 0.5914 1.5858 -1.0099 -0.84 -2.59 0.78 -0.309
C -0.2018 -0.8293 0.0032 2.40 4.06 -1.49 0.444
N -1.1041 -1.6283 0.3743 -0.23 0.16 -0.45 -0.393
N -0.3051 0.6563 -0.4420 -0.13 -0.81 0.22 -0.352
N 1.2641 -1.1101 0.2285 -3.16 0.44 2.75 -0.705
O -4.4461 1.6771 -0.4321 -0.52 2.04 -0.88 -0.447
Cl -2.0199 2.7090 -0.3179 0.79 0.47 -0.04 0.192
Cl -3.5321 -2.4624 0.6480 0.21 0.74 -0.38 0.080
H -4.8296 -0.1021 0.1402 -0.91 -1.64 0.33 0.147
H 1.6912 1.3322 -1.0922 -1.72 0.46 -0.12 0.211
H -0.0246 2.3369 -1.5427 1.46 -0.18 0.45 0.253
H 1.2923 -2.0264 0.7807 0.55 1.69 -0.54 0.494
H 1.5619 -0.1952 0.6461 0.47 -1.28 0.75 0.458
H 1.7535 -1.1366 -0.6031 1.39 -0.72 -2.64 0.436
```
Forces are in eV/Å.

Output
energy relative to the best compared isomer or geometry (same formula, charge and spin): 130.8 kJ/mol
charge: +1



Record 7
Molecular formula: C6H6Cl2O
Method: DFT, ωB97M-V/def2-TZVPD

XYZ file:
```
15
Properties=species:S:1:pos:R:3:forces:R:3:nbo_charge:R:1
O -1.2410 -0.2954 -2.0382 -0.11 0.00 -0.13 -0.656
C -0.3349 -0.2969 -1.0403 0.04 -0.08 0.36 0.296
C 0.9120 0.2870 -1.2427 -0.31 -0.12 -0.08 -0.259
C 1.8459 0.3089 -0.2269 -0.04 0.00 -0.02 -0.185
C 1.5587 -0.2566 1.0048 0.07 -0.01 0.12 -0.236
C 0.3284 -0.8508 1.2215 0.02 0.04 0.01 -0.212
C -0.6074 -0.8616 0.2065 -0.04 -0.07 -0.14 -0.109
Cl -2.1724 -1.6015 0.4586 0.09 0.09 0.00 -0.023
H -2.0589 -0.7016 -1.7129 0.09 0.06 -0.08 0.491
H 1.1144 0.7151 -2.2096 0.06 0.11 -0.16 0.228
H 2.8023 0.7757 -0.4011 0.12 0.04 0.00 0.218
H 2.2881 -0.2367 1.7994 0.07 -0.01 0.06 0.218
H 0.0933 -1.3004 2.1739 -0.06 -0.04 0.06 0.227
Cl -2.0082 2.4659 0.5055 0.00 0.01 -0.02 -0.265
H -2.5204 1.8489 1.5014 0.00 -0.03 0.01 0.267
```
Forces are in eV/Å.

Output
energy relative to the best compared isomer or geometry (same formula, charge and spin): 0.0 kJ/mol
SMILES: Oc1ccccc1Cl.Cl



Record 8
Molecular formula: C6H6Cl3N
Method: DFT, ωB97M-V/def2-TZVPD

XYZ file:
```
16
Properties=species:S:1:pos:R:3:forces:R:3:mulliken_spin:R:1
N 0.7435 -0.2315 -2.0476 -0.30 1.05 1.06 -0.074
C -0.5644 -0.6066 -1.8821 1.72 -0.74 -0.82 0.287
C -1.4522 -0.0367 -0.9791 0.20 1.91 1.48 0.146
C -0.9562 1.0038 -0.2284 -0.80 0.29 0.50 0.012
C 0.3636 1.4810 -0.3641 -0.74 -0.71 0.77 0.299
C 1.2000 0.7901 -1.2857 -0.64 -2.04 -2.06 0.256
H -0.9180 -1.4771 -2.4145 0.37 -0.09 -0.51 0.010
H -2.4632 -0.3517 -0.7666 0.02 -0.39 -0.42 -0.001
H -1.6365 1.3793 0.5216 0.29 0.48 0.15 0.003
H 0.8064 2.1894 0.3203 -0.25 0.37 -0.19 0.010
H 2.2385 1.0558 -1.4176 0.12 0.03 -0.01 0.009
C 0.5954 -1.0444 2.0392 -0.62 -0.32 -0.70 0.000
Cl 1.4057 -2.4864 2.6368 0.04 0.75 -0.09 0.000
Cl 1.3134 0.5256 2.5111 -0.04 -0.77 -0.15 0.036
Cl -1.1240 -1.0903 2.3959 -0.78 0.09 0.98 0.000
H 0.4479 -1.1004 0.9607 1.41 0.08 0.02 0.005
```
Forces are in eV/Å.

Output
2S+1: 2
energy relative to the best compared isomer or geometry (same formula, charge and spin): 30.9 kJ/mol
charge: +1
expectation value of S²: 0.769